No. 1
C32H44CaN9O5S2 | the ωB97M-V functional and the def2-TZVPD basis

Output
Relative energy (zero: lowest compared OMol25 entry of this formula, charge and spin): 152.8 kJ/mol
Gap between HOMO and LUMO: 9.35 eV
F_max: 3.26 eV Å⁻¹
Total energy: -3588.7918 a.u.
HOMO energy: -10.92 eV

The geometry in ORCA input format:
```
! RIJCOSX wB97M-V def2-TZVPD def2/J DEFGRID3
* xyz 1 1
Ca -0.080 -0.647 -1.045
C -0.821 -1.871 3.167
C -0.134 -2.593 1.987
C -1.064 -3.288 1.008
C -0.920 -4.632 0.690
C -1.821 -5.219 -0.185
C -2.847 -4.454 -0.716
C -2.904 -3.117 -0.369
N -2.035 -2.543 0.464
N -1.155 -0.456 2.925
C -0.824 0.377 4.083
C -0.760 1.874 3.831
C -1.410 2.767 4.676
C -1.348 4.123 4.399
C -0.642 4.549 3.287
C 0.021 3.596 2.526
N -0.029 2.289 2.798
C -2.540 -0.271 2.481
C -2.794 0.842 1.481
C -3.599 1.913 1.846
C -3.951 2.865 0.907
C -3.529 2.687 -0.396
C -2.734 1.591 -0.687
N -2.330 0.687 0.221
H -0.127 -1.900 4.006
H -1.709 -2.437 3.473
H 0.564 -3.334 2.379
H 0.455 -1.837 1.463
H -0.115 -5.214 1.125
H -1.725 -6.267 -0.443
H -3.578 -4.883 -1.389
H -3.678 -2.467 -0.770
H 0.152 0.053 4.455
H -1.546 0.219 4.898
H -1.965 2.396 5.531
H -1.852 4.839 5.041
H -0.587 5.599 3.023
H 0.625 3.878 1.667
H -3.207 -0.136 3.343
H -2.830 -1.170 1.960
H -3.960 1.984 2.864
H -4.566 3.715 1.184
H -3.835 3.372 -1.179
H -2.442 1.388 -1.709
C 4.938 2.075 0.588
N 3.915 1.157 0.115
C 3.719 0.858 -1.294
C 2.314 0.313 -1.264
O 1.679 -0.096 -2.247
N 1.824 0.304 0.006
C 2.773 0.871 0.758
N 2.592 1.083 2.066
H 5.816 1.971 -0.043
H 5.236 1.831 1.607
H 4.599 3.112 0.543
H 4.424 0.107 -1.659
H 3.761 1.749 -1.920
H 1.607 1.170 2.305
H 3.220 1.711 2.538
O 1.502 2.960 -1.491
S 0.241 2.511 -2.195
C -0.680 4.056 -2.542
C -0.281 4.502 -3.944
C -0.213 3.214 -4.763
C 0.672 2.273 -3.957
H -0.416 4.740 -1.739
H -1.746 3.821 -2.497
H 0.700 4.981 -3.921
H -0.996 5.216 -4.352
H 0.183 3.372 -5.767
H -1.216 2.786 -4.864
H 1.724 2.557 -4.003
H 0.557 1.222 -4.201
C 4.032 -5.166 0.821
N 3.207 -4.290 -0.002
C 2.791 -4.533 -1.293
C 2.035 -3.459 -1.654
N 1.978 -2.555 -0.606
C 2.689 -3.096 0.361
H 4.206 -6.092 0.282
H 3.530 -5.399 1.758
H 4.993 -4.706 1.041
H 3.073 -5.429 -1.824
H 1.545 -3.264 -2.596
H 2.880 -2.648 1.328
C -2.403 -2.148 -4.140
S -0.941 -1.543 -3.368
O 0.127 -1.642 -4.322
O -1.239 -0.160 -2.924
O -0.746 -2.361 -2.151
H -2.546 -1.584 -5.062
H -3.244 -2.009 -3.457
H -2.241 -3.206 -4.354
*
```

These are the Löwdin partial charges, in e, on atoms 1 to 8: number 1, Ca, carries 1.3491; number 2, C, carries -0.1651; number 3, C, carries -0.1161; number 4, C, carries -0.2860; number 5, C, carries -0.0151; number 6, C, carries -0.0455; number 7, C, carries -0.0563; number 8, C, carries -0.1404

***

No. 2
C7H11NO | the ωB97M-V functional and the def2-TZVPD basis

Output
Relative energy (zero: lowest compared OMol25 entry of this formula, charge and spin): 258.2 kJ/mol
Gap between HOMO and LUMO: 8.46 eV
F_max: 1.43 eV Å⁻¹
Total energy: -403.2356 a.u.
HOMO energy: -8.04 eV

The geometry in ORCA input format:
```
! RIJCOSX wB97M-V def2-TZVPD def2/J DEFGRID3
* xyz 0 1
C -2.830 0.047 0.080
C -1.563 0.105 0.359
C -0.308 -0.009 0.750
C 0.024 0.192 2.203
C 0.774 -0.409 -0.240
C 2.243 -0.202 0.139
C 0.438 0.474 -1.508
N -0.267 -0.185 -2.485
O 0.860 1.608 -1.698
H -3.204 0.383 -0.881
H -3.549 -0.276 0.825
H 0.996 0.667 2.353
H 0.011 -0.773 2.720
H -0.708 0.845 2.691
H 0.625 -1.463 -0.503
H 2.604 0.804 -0.102
H 2.863 -0.902 -0.433
H 2.459 -0.383 1.193
H -0.569 0.405 -3.250
H -0.899 -0.925 -2.210
*
```

These are the Löwdin partial charges, in e, on atoms 1 to 8: number 1, C, carries 0.0055; number 2, C, carries -0.0690; number 3, C, carries -0.2537; number 4, C, carries -0.0452; number 5, C, carries -0.2340; number 6, C, carries -0.0533; number 7, C, carries -0.4983; number 8, N, carries 0.1568

***

No. 3
C19H16ClN5O2 | the ωB97M-V functional and the def2-TZVPD basis

Output
Relative energy (zero: lowest compared OMol25 entry of this formula, charge and spin): 364.6 kJ/mol
Gap between HOMO and LUMO: 8.93 eV
F_max: 6.76 eV Å⁻¹
Total energy: -1617.9378 a.u.
HOMO energy: -8.92 eV

The geometry in ORCA input format:
```
! RIJCOSX wB97M-V def2-TZVPD def2/J DEFGRID3
* xyz 0 1
C -2.871 1.129 -0.809
C -1.507 0.962 -0.047
O -1.045 -0.436 -0.003
C -1.375 -1.174 1.116
N -2.421 -0.897 1.867
N -2.398 -1.762 2.971
C -1.397 -2.573 2.771
C -0.987 -3.527 3.795
C -1.940 -3.858 4.849
C -1.448 -4.706 5.982
N -0.122 -4.957 6.128
C 0.761 -4.495 5.195
C 0.406 -3.793 4.048
N -0.778 -2.285 1.576
C 0.434 -2.852 1.006
C -0.561 1.754 -0.770
C 0.128 1.639 -2.063
C 0.921 2.760 -2.215
C 1.611 3.209 -3.478
C 1.302 2.748 -4.763
C 1.864 3.312 -5.878
C 2.888 4.206 -5.719
C 3.305 4.683 -4.510
Cl 4.674 5.746 -4.263
C 2.626 4.265 -3.392
O 0.873 3.533 -1.108
N -0.054 2.848 -0.201
H -2.823 0.726 -1.755
H -3.559 0.497 -0.253
H -3.143 2.177 -0.801
H -1.607 1.470 0.956
H -2.964 -3.591 4.898
H -2.077 -5.058 6.758
H 1.808 -4.578 5.592
H 1.265 -3.496 3.471
H 0.458 -3.771 1.547
H 0.459 -3.035 -0.126
H 1.243 -2.151 1.328
H -0.250 1.046 -2.912
H 0.482 1.993 -4.907
H 1.581 2.956 -6.889
H 3.507 4.513 -6.515
H 2.725 4.824 -2.477
*
```

These are the Löwdin partial charges, in e, on atoms 1 to 8: number 1, C, carries 0.0066; number 2, C, carries -0.2858; number 3, O, carries 0.0320; number 4, C, carries -0.3547; number 5, N, carries 0.0968; number 6, N, carries 0.1008; number 7, C, carries -0.2920; number 8, C, carries -0.1129

***

No. 4
CH2FeO3 | the ωB97M-V functional and the def2-TZVPD basis

Output
Relative energy (zero: lowest compared OMol25 entry of this formula, charge and spin): 272.3 kJ/mol
Gap between HOMO and LUMO (alpha / beta): 6.90 / 5.77 eV
F_max: 5.00 eV Å⁻¹
<S²>: 8.76
Total energy: -1528.2983 a.u.
HOMO energy (alpha / beta): -14.31 / -14.27 eV

The geometry in ORCA input format:
```
! RIJCOSX wB97M-V def2-TZVPD def2/J DEFGRID3
* xyz 1 6
O 1.484 1.272 -0.016
C 0.817 0.153 0.008
O 1.587 -0.898 -0.015
Fe 3.125 0.262 -0.046
H -1.545 0.055 0.061
O -2.612 0.034 0.093
H -2.855 -0.878 -0.085
*
```

Here is what Löwdin gives for the atomic charges, in e: number 1, O, carries -0.0873; number 2, C, carries -0.1343; number 3, O, carries -0.0909; number 4, Fe, carries 1.3163; number 5, H, carries 0.0567; number 6, O, carries -0.0901; number 7, H, carries 0.0296

***

> Which value of F_max does entry 4 give?

5.00 eV Å⁻¹